[1]
DFT (wB97M-V/def2-TZVPD) results for a molecular structure, C38H70Br3F10IN14O35PS2.

CARTESIAN COORDINATES (ANGSTROEM)
H  9.2191  -10.0829  0.7027
H  0.2824  -3.1576  -7.1027
C  2.7669  0.9995  -3.0739
O  1.8216  -3.0005  -1.7336
H  2.9292  -2.2804  8.7155
H  1.1174  1.7902  -1.7428
C  0.1106  -2.7298  2.5569
C  -4.5998  5.2672  -0.1223
O  4.8772  -2.7686  3.5694
C  5.1127  -1.1728  5.2501
O  1.5870  -1.8303  -3.6644
C  -1.2981  -1.6682  -2.1534
O  -0.6304  -0.0977  1.5692
O  7.9226  -7.4920  -0.1476
N  0.7347  -2.5963  10.9027
H  -1.2822  -3.3345  0.8867
C  0.5563  6.4964  -0.4494
F  -4.5136  -0.0893  -1.3546
H  2.0581  -4.2777  3.9500
C  -1.4719  0.7478  -1.2458
O  0.6757  -9.5480  -2.8139
O  3.3414  -5.7740  -0.5904
H  -4.8082  7.2844  4.6846
O  -6.7759  7.5888  2.1635
C  1.5841  10.7054  0.7311
N  7.7785  -8.7007  0.0700
C  1.3594  -5.0481  3.4119
O  1.6890  -1.8549  10.6408
H  -1.7115  -10.2177  -1.0906
O  -0.5235  0.6736  -13.5515
O  -11.1226  15.5559  3.8649
F  -3.7711  -3.3941  0.6313
C  8.9341  -9.5889  -0.2285
C  8.4558  -1.4613  -5.0766
H  1.1459  -2.3995  8.4755
H  -0.4227  -4.9898  1.9983
H  -5.1762  4.5572  -0.7191
H  3.9874  -1.0699  -3.0361
H  9.3073  -0.8170  -4.8478
C  1.8924  -0.1960  0.0809
F  -2.6928  -5.6356  -4.9315
H  9.7573  -8.9815  -0.6105
H  1.5631  6.1009  -0.2997
O  0.8754  2.0190  1.6702
H  1.0240  -5.9466  4.1230
H  2.2863  -6.9570  2.3998
O  -2.7465  5.2089  1.2791
F  -2.5923  -1.3950  2.4206
N  -3.4958  4.5388  0.5590
C  4.0074  -5.8194  0.5968
P  3.0134  -1.5477  0.7523
N  5.5062  -2.4432  4.5830
C  -9.0302  15.2234  2.9093
H  -0.4479  -4.6901  -7.6899
S  4.6284  -1.9650  -0.3252
H  -0.9508  -1.4856  -3.2550
O  -1.3547  5.8964  -1.6284
C  1.5141  -1.7895  -2.1592
N  0.1044  -9.3917  -1.7284
C  4.0813  0.0880  -2.9900
H  -6.6027  7.3323  4.7515
H  -0.0864  -3.0355  12.7787
H  5.6838  -7.3069  1.4053
H  2.6176  11.0469  0.6447
H  -2.2753  0.8317  -2.1322
H  3.6268  -1.1447  2.0283
C  -5.7336  7.0291  4.1641
H  -7.6838  9.6845  0.9548
N  1.5912  9.2214  0.6246
H  -0.2427  -10.8149  -0.2316
O  2.4578  -3.0912  5.8456
C  2.1022  -5.8129  2.1225
C  -4.7700  -1.4453  -0.8308
C  -0.6139  -0.6801  -1.0165
C  -2.6222  -1.0200  0.9309
H  -9.3682  14.3336  2.3743
H  1.3973  -5.8469  1.1636
O  2.2248  -1.0162  6.5477
N  -8.6310  11.5447  1.1241
H  8.6085  -10.3126  -0.9785
O  7.3275  0.3062  -4.0620
F  -3.1756  0.3704  1.1970
H  1.1641  10.9882  1.6986
O  -3.4100  3.3223  0.3552
C  5.4951  -6.5413  0.5401
C  2.1269  -2.7233  8.1219
H  0.4044  -2.7984  0.3369
H  8.5415  -2.4147  -4.5512
Br  3.2282  1.3529  0.1349
H  1.2483  -2.5257  2.7721
F  -3.8562  -5.0670  -2.9412
H  4.2873  -0.7229  4.6945
N  7.2102  -0.7988  -4.6043
C  -1.4126  -4.1660  -3.3633
O  -0.4220  -1.8933  -9.2705
F  -4.7064  -2.4420  -1.9667
O  6.4354  -3.0777  5.0957
C  0.7827  -3.3386  12.1913
N  -0.3640  -3.1159  -9.0943
H  0.7526  -4.4050  11.9586
H  -0.6010  -11.3742  -1.9007
O  -4.8274  8.5128  2.6136
H  -8.5844  14.9630  3.8715
H  -5.7638  5.9627  3.9314
H  -2.4409  -1.3134  -2.2155
H  -0.5965  -3.7968  -1.3113
C  -7.6364  10.6580  0.4624
H  -4.1475  6.0294  -0.7601
O  -0.1890  -3.9684  -9.9726
H  -1.4599  -1.8764  -12.2337
H  4.7969  0.3538  -3.9149
N  2.2828  -2.2387  6.7239
O  -9.8127  11.1825  1.0870
O  3.4165  -5.2149  1.8286
H  8.3623  -1.6088  -6.1545
H  -5.2249  5.7169  0.6519
H  0.5946  7.4779  -0.9263
C  1.0349  -0.4352  -1.2964
O  1.5600  0.0696  2.9493
H  2.1989  -3.8130  8.1283
F  -0.5863  -3.6769  -4.4677
Br  -3.7084  -3.0213  -5.0696
O  -2.4720  -0.2504  -14.0017
C  -3.8378  -1.8916  0.4598
C  -2.8990  -4.5027  -3.9495
H  2.4466  -2.8423  0.9970
F  -4.8809  -1.6254  1.5562
H  1.7081  -3.0833  12.7118
C  -0.4502  -2.4998  1.0865
H  -0.4461  -2.1830  3.4599
H  -0.9325  -4.4770  3.7395
O  -8.2037  12.5740  1.6597
H  -7.9108  10.5837  -0.5918
H  -2.2988  -0.5069  -11.4136
O  1.1487  8.5828  1.5865
H  -1.7716  2.3916  0.4487
H  -8.3268  15.7955  2.3006
N  -1.4777  -0.0677  -13.2896
H  6.3503  -5.7356  0.5888
C  -1.3912  -3.2571  -1.9736
O  0.4102  4.5860  -1.7744
C  -0.5199  -3.6005  -7.6963
C  -1.4297  -0.8101  -12.0011
H  5.6585  -7.1388  -0.4765
C  -0.0802  -4.3548  2.9176
N  -0.1891  5.5844  -1.3583
H  -0.5043  -0.5548  -11.4805
H  3.1772  2.0699  -2.7030
O  2.0408  8.7395  -0.4217
C  -1.3085  2.0562  -0.5918
S  0.8892  0.4399  1.5633
H  -2.4428  -3.5181  -1.4838
F  -6.2514  -1.4396  -0.5078
H  0.9688  11.0914  -0.0842
H  2.6947  1.2259  -4.2530
C  1.3772  0.7802  -2.3381
Br  -0.6256  -5.9868  -2.8710
I  0.0348  1.1140  -4.1193
O  -10.2355  17.2065  2.7065
O  6.1498  -1.4067  -4.7913
O  -0.2595  -2.7789  10.1906
H  0.0126  6.5355  0.4967
H  -1.5009  -3.2767  -7.3427
N  -10.2264  16.0650  3.1817
C  -1.0505  -1.0968  0.5299
H  -0.7087  2.9108  -1.1683
O  6.7592  -9.2419  0.5142
C  -0.6745  -10.5425  -1.1968
H  5.9841  -0.5149  5.2463
N  -5.7816  7.7714  2.8756
O  0.1204  -8.3640  -1.0410
H  -6.6428  11.0976  0.5722
H  4.8016  0.3139  -2.0624
H  4.8040  -1.4174  6.2685

Its total charge is -1. The total energy is -409363.563 eV.

Atom charges from the Löwdin analysis, given in e for atoms 1 to 6: 0.100 0.112 -0.395 -0.124 0.095 0.061

[2]
DFT (wB97M-V/def2-TZVPD) results for a single C6H11N molecule.

CARTESIAN COORDINATES (ANGSTROEM)
H  0.2033  2.3861  -0.8008
C  -1.5170  -1.2058  -0.0583
H  -2.8962  0.2274  0.7634
H  0.6252  0.7542  1.0687
N  -0.3931  0.5473  -1.5079
H  3.0180  -0.1866  -0.6213
H  2.5870  -0.7404  1.0058
C  2.1797  -0.3637  0.0621
H  2.0347  1.7153  0.6352
H  1.5617  -1.1576  -0.3696
C  0.6713  1.4109  -0.9818
H  -2.4961  -1.1005  1.8631
C  1.3728  0.9153  0.2814
C  -0.9098  -0.3104  -0.8023
C  -2.6928  -0.8465  0.8152
H  -3.6010  -1.3764  0.5071
H  1.3951  1.5575  -1.7911
H  -1.1430  -2.2263  -0.0689

The energy above the lowest of the compared OMol25 structures with the same formula, charge and spin is 1.372 eV. Its total charge is 0. The total energy is -7889.160 eV.

Atom charges from the Löwdin analysis, given in e for atoms 1 to 6: 0.112 -0.155 0.074 0.102 0.084 0.074

[3]
DFT (wB97M-V/def2-TZVPD) results for a molecular structure, C22H24AsF5N5OSnTe.

CARTESIAN COORDINATES (ANGSTROEM)
C  -2.0749  0.0363  1.2126
N  2.5438  -0.2099  -2.9156
C  1.2231  -0.5861  -3.1063
N  0.8416  -0.6982  -4.3839
C  -1.2630  4.2149  1.6958
H  1.8237  -0.2610  5.5022
C  -3.4531  -2.1858  2.1234
H  1.1252  -0.3138  -6.4041
H  -0.5122  -1.0146  -2.3630
C  -1.6342  -0.6323  2.3616
F  1.5205  -5.3053  -2.8982
H  -3.9881  -3.0591  2.4718
Sn  0.8632  -1.3585  0.0076
C  -3.2018  -0.4004  0.5302
N  2.6222  -0.0920  -0.5735
O  2.4104  -2.9788  -0.2256
H  1.6693  2.5247  2.2572
H  -0.2476  4.3316  1.3324
C  1.7123  -0.3199  -5.4920
C  -1.8995  5.2898  2.2961
C  -1.9223  2.9963  1.5617
H  -3.7049  5.9975  3.2112
H  3.1338  -0.3374  -3.7207
H  -3.5513  0.1286  -0.3493
H  2.7508  1.6950  4.3189
H  4.9978  0.0955  -2.7611
C  -2.3262  -1.7543  2.8066
C  1.3453  0.0983  4.6011
F  1.4462  -5.5562  -0.3692
H  -3.7581  1.9274  1.9094
C  3.2200  -0.0738  -1.7236
H  -4.7858  -1.8470  0.4767
H  -0.1943  -1.3860  4.6663
H  5.1317  0.1626  -1.0544
C  -3.8672  3.9492  2.6028
C  1.2610  1.6645  2.7754
Te  2.0357  -4.2212  -1.4946
C  0.1187  1.0345  2.3033
F  0.2540  -3.5537  -1.5799
H  -1.3787  6.2318  2.4068
H  2.5282  -1.0360  -5.6295
H  2.1114  0.6854  -5.3536
C  -0.4194  -0.0677  2.9778
F  3.7235  -4.9507  -1.6191
N  0.4352  -0.7903  -2.0898
H  -0.6114  -2.2033  -4.1415
As  -0.9280  1.5287  0.7317
C  1.8700  1.1988  3.9333
C  -3.8982  -1.5092  0.9944
C  -3.2042  5.1572  2.7499
C  -0.4766  -1.2578  -4.6696
C  0.2086  -0.5383  4.1273
H  -1.2739  -0.5629  -4.3973
F  2.4847  -3.0093  -2.8735
N  4.5411  0.1337  -1.8671
H  -4.8843  3.8422  2.9563
C  -3.2306  2.8668  2.0092
H  3.2815  0.0236  0.1890
H  -1.9993  -2.2870  3.6902
H  -0.5455  -1.4565  -5.7337

The energy above the lowest of the compared OMol25 structures with the same formula, charge and spin is 0.222 eV. Its total charge is +1. The total energy is -120249.421 eV.

Atom charges from the Löwdin analysis, given in e for atoms 1 to 6: -0.426 0.167 -0.419 -0.121 -0.133 0.109

no.,strongest force on any atom (eV/Å)
1,9.8
2,0.7
3,0.4